78
Properties=species:S:1:pos:R:3:forces:R:3:lowdin_charge:R:1 method="wB97M-V/def2-TZVPD" e_homo_ha=-0.4928 e_above_lowest_kj_mol=153.6 charge=+2
Pd -0.1164 0.1202 -0.0139 1.832 -0.133 -1.055 0.40
I 2.5598 0.2420 -0.5178 -0.310 0.501 -0.312 1.19
C 3.5485 2.0602 0.0108 -0.059 -0.413 0.001 -0.54
C 4.9005 1.8705 0.1044 -0.178 -0.176 -0.072 -0.15
C 5.7495 2.9454 0.3978 0.077 0.184 0.026 -0.04
C 5.2114 4.1813 0.5956 0.047 -0.112 -0.001 0.00
C 3.8157 4.3887 0.5165 -0.065 -0.167 -0.057 -0.14
C 3.3140 5.6915 0.7306 -0.131 0.111 0.007 0.01
C 1.9782 5.9573 0.6731 0.176 0.088 -0.012 -0.03
C 1.0893 4.9094 0.4129 -0.018 -0.204 -0.071 -0.06
C 1.5269 3.6202 0.1804 -0.134 -0.340 0.215 -0.29
P 0.1463 2.4923 -0.1599 -1.245 -0.646 0.738 0.98
C -0.2657 2.6355 -1.9055 0.038 -0.420 0.120 -0.38
C -1.2947 1.8110 -2.3824 -0.013 0.171 -0.009 -0.12
C -1.6387 1.8482 -3.7212 -0.010 0.000 -0.021 -0.06
C -0.9561 2.6966 -4.5856 0.008 -0.012 -0.026 -0.04
C 0.0662 3.5079 -4.1153 0.017 0.036 -0.025 -0.04
C 0.4232 3.4749 -2.7760 0.050 -0.026 0.089 -0.06
C -1.2579 3.1163 0.8005 0.073 -0.043 -0.030 -0.39
C -1.2688 2.8283 2.1660 0.024 0.146 -0.048 -0.10
C -2.2878 3.3202 2.9617 0.080 0.025 0.009 -0.08
C -3.3052 4.0779 2.3932 -0.002 0.041 -0.079 -0.07
C -3.3125 4.3337 1.0298 -0.109 0.018 0.050 -0.05
C -2.2894 3.8539 0.2254 0.166 -0.040 -0.029 -0.08
C 2.9201 3.3091 0.2206 0.079 0.249 0.019 -0.19
H 5.3284 0.8894 -0.0555 0.017 0.012 0.007 0.09
H 6.8160 2.7801 0.4559 -0.001 0.006 0.017 0.12
H 5.8442 5.0294 0.8220 0.005 0.001 -0.008 0.13
H 4.0228 6.4813 0.9445 0.000 0.001 0.004 0.13
H 1.5996 6.9571 0.8315 0.002 -0.002 0.014 0.12
H 0.0293 5.1235 0.3890 0.027 0.047 0.043 0.11
H -1.8435 1.1804 -1.6886 -0.023 -0.006 -0.050 0.09
H -2.4403 1.2270 -4.0981 -0.006 0.001 0.019 0.11
H -1.2254 2.7249 -5.6330 -0.001 0.008 0.001 0.12
H 0.5877 4.1705 -4.7925 0.002 -0.007 -0.004 0.12
H 1.2243 4.1026 -2.4070 0.005 0.006 -0.035 0.11
H -0.4757 2.2291 2.5985 -0.029 -0.012 0.038 0.11
H -2.2935 3.1083 4.0227 0.021 0.017 -0.012 0.12
H -4.0995 4.4720 3.0141 0.024 0.023 -0.006 0.11
H -4.1132 4.9137 0.5909 0.008 0.009 -0.001 0.12
H -2.2852 4.0656 -0.8368 -0.020 0.014 0.006 0.11
C -1.4641 -0.5444 1.3267 -0.734 1.061 -0.337 -0.05
C -2.3680 -0.9858 2.0287 0.263 -0.215 -0.166 -0.10
C -3.3419 -1.5168 2.8696 0.268 0.352 0.179 -0.07
C -3.6839 -2.9056 2.8180 -0.045 -0.293 -0.086 -0.16
C -2.8589 -3.8163 2.1255 -0.008 0.163 0.039 0.01
C -3.2033 -5.1452 2.0457 0.159 -0.149 -0.068 -0.05
C -4.3718 -5.6081 2.6463 -0.016 0.247 0.121 -0.02
C -5.1963 -4.7234 3.3345 -0.075 -0.186 0.010 -0.03
C -4.8701 -3.3866 3.4066 0.000 0.203 0.040 0.01
C -3.9467 -0.5861 3.8091 -0.148 -0.059 0.122 -0.17
C -4.2186 -0.9734 5.1316 -0.112 -0.090 -0.091 -0.01
C -4.7913 -0.0779 6.0131 0.112 0.050 0.115 -0.04
C -5.0832 1.2164 5.5996 0.057 -0.050 -0.104 -0.03
C -4.8369 1.6014 4.2849 -0.075 0.038 0.109 -0.06
C -4.2472 0.7218 3.4016 -0.023 -0.110 -0.105 -0.01
H -1.9425 -3.4472 1.6830 0.022 -0.058 -0.017 0.11
H -2.5525 -5.8433 1.5365 0.000 0.007 -0.026 0.11
H -4.6422 -6.6532 2.5806 0.031 -0.017 0.004 0.12
H -6.0959 -5.0883 3.8108 -0.045 0.044 -0.062 0.12
H -5.5425 -2.6872 3.8834 -0.040 -0.075 0.002 0.12
H -3.9392 -1.9626 5.4694 -0.025 0.006 0.004 0.13
H -4.9986 -0.3840 7.0293 0.072 0.031 0.021 0.12
H -5.4769 1.9332 6.3076 -0.153 -0.044 -0.031 0.12
H -5.1158 2.5918 3.9509 0.052 -0.025 0.041 0.10
H -4.0549 1.0166 2.3777 0.026 0.011 0.014 0.12
N 1.9332 -5.8302 0.2533 -0.051 0.027 -0.045 0.20
C 1.1895 -5.1151 -0.2509 0.149 -0.157 0.081 -0.16
C 0.2666 -4.1888 -0.8336 -0.105 0.179 -0.071 -0.19
C -0.9213 -4.5990 -1.4326 0.081 0.077 0.023 0.02
C -1.7646 -3.6277 -1.9428 -0.034 -0.004 -0.089 -0.01
C -1.4153 -2.2944 -1.8202 -0.088 0.024 -0.124 -0.11
N -0.2811 -1.8957 -1.2379 0.188 0.230 0.909 -0.02
C 0.5477 -2.8273 -0.7654 -0.046 -0.257 -0.129 -0.11
H -1.1656 -5.6502 -1.5040 0.003 -0.007 0.010 0.14
H -2.6891 -3.9008 -2.4317 0.012 0.030 -0.012 0.12
H -2.0518 -1.5189 -2.2263 -0.036 0.036 0.130 0.11
H 1.4840 -2.5052 -0.3279 -0.061 0.026 0.126 0.07



84
Properties=species:S:1:pos:R:3:forces:R:3:lowdin_charge:R:1 method="wB97M-V/def2-TZVPD" e_homo_ha=-0.2878 e_above_lowest_kj_mol=83.7
Cd -0.1334 0.0888 0.2818 -0.045 0.331 0.046 1.35
O -1.1723 0.3960 4.3159 -0.037 -0.014 0.020 0.10
C -0.6958 0.6527 3.2367 0.149 0.005 -0.131 -0.45
N 0.0276 -0.1928 2.4135 -0.067 -0.222 0.407 -0.01
C 0.9014 -1.0944 2.9169 -0.087 0.199 -0.031 -0.48
O 1.1676 -1.3509 4.0759 -0.060 -0.088 -0.027 0.08
C 1.7487 -1.7615 1.8348 0.134 0.103 -0.065 -0.20
C 2.4843 -2.8893 2.1643 0.086 -0.058 0.036 0.00
C 3.3426 -3.4294 1.2243 -0.019 0.011 -0.048 -0.04
C 3.4612 -2.8111 -0.0134 0.093 -0.013 0.029 -0.06
C 2.6871 -1.6982 -0.2685 -0.077 0.137 -0.014 -0.17
N 1.8413 -1.1842 0.6298 -0.133 -0.192 -0.081 0.00
C -0.8485 2.0561 2.6570 0.211 -0.026 0.011 -0.22
C -1.7539 2.9324 3.2330 -0.053 0.028 0.127 -0.01
C -1.8499 4.2164 2.7268 0.022 -0.027 -0.057 -0.06
C -1.0206 4.5858 1.6773 -0.033 0.041 0.040 -0.06
C -0.1286 3.6501 1.1806 0.014 -0.059 -0.011 -0.15
N -0.0456 2.4062 1.6469 -0.048 0.040 0.093 0.05
H 2.3810 -3.2967 3.1599 -0.021 0.013 -0.013 0.12
H 3.9221 -4.3152 1.4514 -0.004 0.022 0.015 0.11
H 4.1472 -3.1755 -0.7665 -0.056 -0.017 0.008 0.11
H 2.7399 -1.1894 -1.2250 -0.047 -0.030 -0.008 0.11
H -2.3603 2.5864 4.0591 0.009 -0.004 -0.036 0.12
H -2.5635 4.9188 3.1384 0.012 0.003 0.011 0.11
H -1.0632 5.5792 1.2495 0.019 -0.028 0.010 0.11
H 0.5493 3.9063 0.3724 -0.066 -0.029 -0.019 0.10
Cl -0.1582 -3.0598 -1.3493 -0.095 0.058 -0.023 0.65
C 0.2380 -2.6985 -3.0234 -0.071 0.188 -0.168 -0.64
C 0.8012 -3.7465 -3.7374 0.004 -0.053 -0.019 -0.12
C 1.1271 -3.5664 -5.0701 0.023 -0.051 -0.015 -0.09
C 0.8814 -2.3454 -5.6766 -0.041 0.045 -0.026 -0.08
C 0.3172 -1.3111 -4.9461 -0.047 -0.045 0.037 -0.08
C -0.0258 -1.4471 -3.5988 0.231 -0.034 0.393 -0.34
P -0.6872 -0.0215 -2.5275 0.571 -1.124 -1.161 0.99
C 0.1588 1.3754 -3.3564 0.013 0.065 0.142 -0.37
C 1.2374 1.8968 -2.6364 -0.086 0.025 -0.081 -0.13
C 1.9924 2.9492 -3.1285 0.018 -0.004 -0.039 -0.08
C 1.6684 3.5167 -4.3548 -0.012 -0.025 0.042 -0.09
C 0.5967 3.0169 -5.0775 -0.015 -0.016 -0.031 -0.08
C -0.1467 1.9491 -4.5881 -0.018 -0.001 0.002 -0.11
C -2.4131 -0.1590 -3.1313 -0.139 0.237 0.275 -0.34
C -3.0931 -1.3272 -2.7731 0.023 -0.024 -0.027 -0.11
C -4.4372 -1.4886 -3.0651 0.016 0.004 -0.038 -0.08
C -5.1324 -0.4829 -3.7264 0.040 -0.015 0.042 -0.08
C -4.4687 0.6778 -4.0866 -0.028 0.017 -0.019 -0.08
C -3.1223 0.8457 -3.7820 0.033 0.036 0.002 -0.09
H 0.9742 -4.6987 -3.2519 -0.014 0.059 0.026 0.10
H 1.5663 -4.3812 -5.6327 -0.013 0.023 0.033 0.11
H 1.1265 -2.2018 -6.7216 -0.008 0.036 0.026 0.10
H 0.1368 -0.3653 -5.4368 0.026 0.000 -0.019 0.09
H 1.4804 1.4767 -1.6662 0.036 0.004 0.039 0.07
H 2.8315 3.3290 -2.5585 -0.029 -0.010 0.011 0.10
H 2.2506 4.3421 -4.7446 -0.012 0.000 0.013 0.10
H 0.3375 3.4555 -6.0335 -0.001 -0.022 0.016 0.11
H -0.9675 1.5675 -5.1805 0.027 0.009 -0.003 0.10
H -2.5682 -2.1194 -2.2519 0.001 0.003 0.006 0.07
H -4.9432 -2.4003 -2.7720 0.009 0.022 0.003 0.10
H -6.1869 -0.5998 -3.9425 0.021 -0.008 -0.026 0.10
H -5.0041 1.4751 -4.5887 0.037 -0.012 0.019 0.11
H -2.6443 1.7813 -4.0365 -0.051 0.006 0.081 0.09
N -1.4333 1.4132 -0.7419 -0.622 0.732 0.163 -0.15
C -2.6050 1.8511 -0.5280 0.289 -0.240 0.069 -0.35
C -3.1492 2.9583 -1.3906 -0.004 0.124 0.118 -0.18
C -4.5099 3.1845 -1.5865 0.041 -0.070 -0.082 -0.05
C -4.9444 4.2503 -2.3638 -0.012 -0.020 -0.006 -0.08
C -4.0266 5.1014 -2.9623 0.018 0.015 -0.034 -0.09
C -2.6656 4.8823 -2.7803 -0.009 -0.074 0.042 -0.08
C -2.2351 3.8246 -1.9932 -0.005 0.018 -0.012 -0.05
C -3.4717 1.3236 0.5846 -0.099 -0.004 -0.050 -0.18
C -3.4160 -0.0341 0.8932 -0.118 0.056 0.000 -0.06
C -4.1771 -0.5686 1.9226 0.056 0.014 0.008 -0.07
C -5.0107 0.2547 2.6651 -0.009 0.001 0.000 -0.08
C -5.0875 1.6075 2.3610 0.032 0.011 0.011 -0.08
C -4.3278 2.1362 1.3279 0.050 -0.003 -0.023 -0.06
H -5.2352 2.5076 -1.1545 -0.010 0.012 0.048 0.12
H -6.0058 4.4196 -2.4979 0.005 -0.029 -0.029 0.10
H -4.3703 5.9338 -3.5654 0.017 -0.028 0.024 0.10
H -1.9396 5.5412 -3.2417 -0.018 -0.008 0.010 0.10
H -1.1787 3.6455 -1.8310 -0.012 -0.010 -0.019 0.10
H -2.7966 -0.6847 0.2869 0.028 -0.037 -0.035 0.08
H -4.1206 -1.6272 2.1436 0.009 0.021 0.000 0.11
H -5.6006 -0.1563 3.4748 0.012 0.010 -0.017 0.10
H -5.7400 2.2540 2.9356 0.030 -0.001 -0.003 0.10
H -4.3770 3.1965 1.1115 -0.020 -0.013 -0.009 0.11



99
Properties=species:S:1:pos:R:3:forces:R:3:mulliken_spin:R:1 method="wB97M-V/def2-TZVPD" e_homo_ha="-0.0759 / -0.0762" e_above_lowest_kj_mol=72.8 multiplicity=3 charge=-2
Ti -0.0924 0.3099 0.1800 -0.132 -0.462 0.073 1.08
C 4.5850 -4.4901 0.6169 -0.003 -0.002 0.027 0.00
C 4.2580 -3.3349 1.5733 0.020 0.024 -0.006 0.00
C 5.2854 -3.3017 2.7116 -0.017 0.004 0.015 0.00
C 2.8741 -3.5739 2.1807 0.000 0.015 -0.046 0.00
C 4.3144 -2.0260 0.7872 0.025 -0.031 -0.041 0.00
C 5.5403 -1.5692 0.2658 -0.041 -0.002 -0.011 0.00
C 5.6311 -0.4083 -0.4707 -0.055 -0.007 0.032 0.00
C 4.4653 0.3205 -0.6965 0.103 -0.045 0.017 0.00
S 4.2498 1.7709 -1.6007 -0.003 -0.033 0.015 0.00
C 2.5406 1.7256 -1.2485 -0.107 0.159 -0.086 0.04
N 2.1554 0.7132 -0.5240 0.021 -0.051 0.125 -0.05
C 3.2416 -0.1071 -0.1887 -0.061 0.039 -0.085 0.00
C 3.1730 -1.2887 0.5502 0.003 0.016 0.025 0.02
C 1.7081 2.7877 -1.8447 0.071 -0.114 0.065 0.00
C 2.3109 3.9491 -2.3332 0.005 0.022 -0.004 0.00
C 1.5713 4.9287 -2.9654 -0.063 -0.024 -0.003 -0.01
C 0.1996 4.7586 -3.1308 0.066 -0.015 0.021 0.00
C -0.4224 3.6226 -2.6501 0.020 -0.007 0.028 -0.02
C 0.3249 2.6450 -1.9971 -0.125 -0.001 0.059 0.04
H 4.5625 -5.4415 1.1532 0.003 -0.020 0.012 0.00
H 5.5754 -4.3732 0.1724 0.011 -0.004 -0.009 0.00
H 3.8505 -4.5369 -0.1898 -0.010 0.001 -0.016 0.00
H 5.2066 -4.2141 3.3061 0.008 -0.019 0.006 0.00
H 5.1022 -2.4506 3.3680 -0.013 0.014 0.020 0.00
H 6.3090 -3.2358 2.3403 0.017 0.019 -0.013 0.00
H 2.8984 -4.4842 2.7835 -0.004 -0.016 -0.001 0.00
H 2.1205 -3.7138 1.4025 0.017 0.021 -0.007 0.00
H 2.5572 -2.7458 2.8175 0.008 0.014 0.029 0.00
H 6.4427 -2.1392 0.4435 0.023 -0.016 0.008 0.00
H 6.5816 -0.0703 -0.8595 0.032 0.006 -0.017 0.00
H 2.2216 -1.5914 0.9515 -0.021 -0.010 -0.004 0.00
H 3.3733 4.1012 -2.1924 0.011 0.002 0.000 0.00
H 2.0586 5.8284 -3.3148 -0.003 0.012 -0.006 0.00
H -0.3910 5.5238 -3.6155 -0.016 0.018 -0.007 0.00
H -1.4922 3.4906 -2.7408 -0.016 0.012 -0.005 0.01
O 2.4944 4.4702 5.2210 0.033 -0.103 0.115 0.00
C 1.6351 4.9007 4.4336 0.062 0.058 -0.067 0.00
O 1.1877 6.0482 4.2664 -0.065 0.049 -0.039 0.00
C 1.0645 3.8335 3.4633 -0.046 0.008 -0.022 0.01
C 0.3415 4.2093 2.3395 -0.040 -0.038 0.008 0.00
C -0.0554 3.2512 1.4229 0.075 0.050 -0.034 0.05
N 0.2270 1.9554 1.5820 -0.286 -0.053 0.170 0.00
C 0.8502 1.5755 2.7148 0.197 -0.003 -0.167 0.04
C 1.2950 2.4747 3.6586 0.020 -0.013 -0.032 0.00
C 1.1232 0.0927 2.8088 0.106 0.077 -0.109 -0.01
O 1.7692 -0.3954 3.7098 -0.051 -0.063 0.030 0.00
O 0.6373 -0.5784 1.7910 -0.005 0.089 0.005 -0.02
H 0.1066 5.2551 2.2006 0.018 0.021 -0.014 0.00
H -0.6049 3.5190 0.5274 0.003 -0.001 0.037 0.00
H 1.8435 2.1353 4.5249 0.012 0.006 0.020 0.00
F -6.9195 0.1733 1.9089 0.048 0.060 -0.023 0.00
C -6.3259 1.2108 1.2851 -0.086 -0.013 -0.023 0.00
C -7.1134 2.0243 0.4944 -0.034 -0.089 0.028 0.00
F -8.4246 1.7172 0.4201 0.048 0.017 -0.008 0.00
C -6.6075 3.0902 -0.2646 0.030 0.027 -0.016 0.00
C -5.2252 3.2706 -0.1058 0.055 0.027 0.037 0.00
C -4.4480 2.4685 0.7035 -0.036 0.061 -0.021 0.02
F -3.1290 2.7611 0.7943 -0.096 -0.012 -0.037 0.00
C -4.9567 1.3902 1.4202 0.067 0.084 0.056 0.00
C -4.0594 0.4780 2.1557 -0.121 0.084 -0.160 0.01
C -2.9472 0.0795 1.4799 -0.003 -0.509 0.231 0.05
N -2.0367 -0.3122 0.8523 0.395 0.288 0.037 -0.05
C -4.3256 -0.0648 3.4325 0.040 0.150 -0.174 0.00
N -4.5341 -0.5197 4.4734 -0.045 -0.080 0.143 0.00
F -4.6034 4.2888 -0.7367 -0.034 -0.038 0.020 0.00
C -7.4206 3.9132 -1.1296 -0.020 0.056 -0.040 0.00
C -6.8686 4.7323 -2.1398 -0.052 -0.096 0.136 0.00
N -6.4721 5.4035 -2.9956 0.069 0.081 -0.130 0.00
C -8.8318 3.9284 -1.0773 0.145 -0.078 -0.029 0.00
N -9.9881 3.9788 -1.0805 -0.161 0.054 0.031 0.00
C 1.8114 -3.0283 -3.7703 0.028 0.018 -0.009 0.00
C 1.9563 -2.4115 -2.3964 0.019 0.012 0.010 0.00
O 1.0316 -3.0151 -1.4810 -0.002 -0.046 0.012 0.00
P -0.2540 -2.1153 -1.0372 -0.090 0.178 0.052 0.07
O -1.0886 -3.2425 -0.2889 0.023 -0.044 0.004 0.00
C -1.1070 -3.3376 1.1601 -0.057 0.021 0.004 0.00
C -0.7258 -4.7443 1.5536 -0.012 0.002 -0.024 0.00
O -1.0716 -1.9345 -2.3998 0.030 -0.002 -0.004 0.01
C -1.7866 -3.0032 -3.0415 -0.018 -0.018 0.031 0.00
C -2.2810 -2.4842 -4.3700 -0.015 0.003 0.018 0.00
H 2.5506 -2.6008 -4.4499 0.013 0.000 -0.014 0.00
H 0.8194 -2.8356 -4.1771 -0.008 0.016 -0.005 0.00
H 1.9659 -4.1064 -3.7219 0.003 -0.017 0.008 0.00
H 1.7901 -1.3291 -2.4429 0.014 0.010 0.007 0.00
H 2.9556 -2.5739 -1.9897 0.008 0.006 -0.007 0.00
H -2.1200 -3.0887 1.4737 0.036 0.007 0.005 0.00
H -0.4323 -2.5959 1.5892 0.000 -0.022 0.009 0.00
H -1.4324 -5.4646 1.1405 -0.010 -0.013 -0.006 0.00
H -0.7354 -4.8320 2.6400 -0.001 -0.005 0.041 0.00
H 0.2729 -4.9930 1.1942 -0.004 -0.002 -0.002 0.00
H -2.6146 -3.2965 -2.3950 0.016 0.000 -0.018 0.00
H -1.1213 -3.8637 -3.1605 -0.025 0.010 0.000 0.00
H -2.8850 -1.5902 -4.2176 -0.004 0.000 -0.001 0.00
H -2.8916 -3.2410 -4.8633 -0.011 -0.020 -0.018 0.00
H -1.4474 -2.2279 -5.0242 0.018 0.012 -0.013 0.00
S -2.9372 1.1589 -2.1836 -0.051 -0.037 0.012 0.38
C -1.5038 1.1285 -1.5216 0.241 0.150 -0.229 0.33
N -0.2859 1.5306 -1.4149 -0.156 0.106 -0.035 -0.04